Entry from OMol25: a structure of composition C25H45BClF4PZr at a distorted geometry (wB97M-V/def2-TZVPD).

Summary:
Highest occupied orbital energy (alpha / beta), eV: -6.379 / -6.377
Gap between HOMO and LUMO (alpha / beta), eV: 6.2 / 6.2
Net charge: 0

Atoms and positions in Å:
C (-2.24, 2.06, -0.70)
C (-0.58, -2.82, -2.74)
C (-1.62, -1.71, 1.71)
H (0.93, -3.77, 2.37)
C (-0.62, -3.61, 3.84)
H (5.76, 0.71, -1.12)
H (-1.32, -0.35, -5.09)
H (4.33, 1.02, 0.81)
H (-1.95, -1.99, 0.64)
H (4.73, -0.70, 0.74)
C (1.91, 0.81, -0.59)
H (-2.60, 4.20, -2.66)
C (3.89, 1.19, -2.09)
H (2.12, 1.81, -0.15)
H (1.18, -1.72, -2.12)
Zr (0.90, 0.26, 2.34)
C (-2.94, 3.42, -0.68)
C (-0.06, -1.91, 1.88)
H (-0.39, 5.15, -2.34)
F (-1.33, -0.11, 5.95)
H (-0.51, 5.02, -0.59)
H (0.38, -2.20, 0.91)
H (-4.00, 3.28, -0.93)
C (-2.57, -2.56, 2.60)
H (-2.45, 1.54, -1.65)
C (2.40, 0.82, -2.05)
H (-2.73, 5.44, -1.41)
H (4.00, 2.23, -1.77)
C (-0.64, 0.12, -3.10)
H (-2.50, -0.32, 1.36)
H (-1.48, -2.86, -4.70)
H (0.19, -2.35, -0.80)
H (-3.55, -2.07, 2.77)
C (-1.92, -2.78, 4.00)
C (-0.78, 4.53, -1.54)
H (1.18, -2.50, 3.59)
H (-2.64, -3.31, 4.66)
H (-2.64, 1.41, 0.09)
C (0.14, -1.87, -1.78)
H (-0.54, 2.70, 0.48)
C (-0.10, 3.15, -1.56)
P (0.06, 0.55, -0.31)
H (0.98, 3.29, -1.37)
H (4.85, -0.70, -1.68)
B (-0.03, -0.13, 6.39)
H (-2.74, -3.56, 2.12)
C (-0.80, -2.22, -4.14)
H (-1.73, 0.88, 2.36)
H (-0.90, -4.61, 3.44)
H (-1.62, -0.70, -1.37)
C (-1.36, -0.80, -4.09)
H (-0.19, 2.72, -2.57)
H (-1.68, -1.81, 4.48)
H (0.39, 0.29, -3.46)
H (-1.13, 1.10, -3.08)
Cl (1.39, 2.59, 2.44)
H (2.26, -0.17, -2.50)
C (-1.45, -0.13, 1.81)
H (1.83, 1.54, -2.65)
C (2.67, -0.23, 0.25)
F (0.80, -0.30, 4.25)
F (0.50, -1.30, 6.78)
C (-2.31, 4.45, -1.63)
H (-2.42, -0.84, -3.81)
C (0.43, -2.93, 2.89)
C (-0.72, 2.23, -0.51)
H (-1.56, -3.08, -2.31)
C (-0.58, -0.51, -1.70)
H (-0.20, -3.79, 4.85)
H (0.15, -2.22, -4.68)
H (2.39, -0.27, 1.40)
C (4.18, 0.10, 0.23)
H (-0.01, -3.75, -2.82)
H (-2.91, 3.82, 0.35)
H (2.52, -1.24, -0.17)
C (4.75, 0.28, -1.19)
H (4.24, 1.13, -3.12)
F (0.64, 1.02, 6.53)

Atom-resolved charges from Löwdin, all expressed in e:
1. C -0.213
2. C -0.189
3. C -0.387
4. H 0.097
5. C -0.192
6. H 0.112
7. H 0.112
8. H 0.119
9. H 0.124
10. H 0.114
11. C -0.467
12. H 0.113
13. C -0.195
14. H 0.078
15. H 0.099
16. Zr 1.225
17. C -0.190
18. C -0.343
19. H 0.108
20. F 0.195
21. H 0.118
22. H 0.031
23. H 0.108
24. C -0.171
25. H 0.103
26. C -0.208
27. H 0.106
28. H 0.118
29. C -0.203
30. H 0.077
31. H 0.108
32. H 0.080
33. H 0.110
34. C -0.201
35. C -0.192
36. H 0.077
37. H 0.111
38. H 0.081
39. C -0.207
40. H 0.072
41. C -0.203
42. P 1.048
43. H 0.104
44. H 0.116
45. B -0.818
46. H 0.122
47. C -0.201
48. H 0.068
49. H 0.103
50. H 0.114
51. C -0.188
52. H 0.099
53. H 0.097
54. H 0.097
55. H 0.084
56. Cl -0.017
57. H 0.098
58. C -0.315
59. H 0.097
60. C -0.246
61. F -0.454
62. F 0.222
63. C -0.201
64. H 0.116
65. C -0.236
66. C -0.429
67. H 0.116
68. C -0.385
69. H 0.106
70. H 0.112
71. H 0.017
72. C -0.183
73. H 0.113
74. H 0.119
75. H 0.124
76. C -0.190
77. H 0.111
78. F 0.224